A structure of composition C6H25AlBCl3F6IMgNO10P3 in a non-equilibrium geometry, computed with ωB97M-V/def2-TZVPD.

The gap between HOMO and LUMO comes out at 0.04785 Ha. Its net charge is +1. The value obtained for the highest occupied orbital energy is -8.371 eV. The calculation puts the LUMO energy at -7.07 eV. Its multiplicity is 1.

Element x y z (Å)
O1 -4.801 -0.090 3.565
P1 -4.071 0.861 2.702
B1 -3.461 2.324 3.726
Cl1 -4.861 3.259 4.487
I1 -1.998 1.390 5.086
H1 -4.866 1.349 1.638
H2 -2.993 0.148 2.153
H3 -2.873 3.093 3.013
C1 -2.961 -2.121 0.444
Cl2 -2.695 -0.601 -0.415
Cl3 -4.607 -2.191 1.091
H4 -2.774 -2.955 -0.221
H5 -2.269 -2.151 1.276
C2 1.572 -1.639 1.103
C3 0.714 -1.044 2.151
O2 -0.376 -1.429 2.471
N1 1.193 0.204 2.836
C4 2.027 -0.081 4.063
H6 1.608 -2.717 1.241
H7 1.140 -1.409 0.120
H8 2.586 -1.242 1.145
H9 1.736 0.776 2.176
H10 0.331 0.684 3.136
H11 2.347 0.875 4.463
H12 2.892 -0.671 3.777
H13 1.412 -0.611 4.784
F1 4.069 2.187 3.705
P2 3.624 3.599 2.944
F2 2.090 2.929 3.003
F3 3.307 4.181 4.421
F4 5.142 3.453 2.362
F5 3.950 5.323 2.764
F6 3.171 3.710 1.369
O3 -6.633 3.232 1.193
H14 -6.368 3.027 2.120
H15 -7.601 3.262 1.091
H16 -6.211 2.582 0.544
Al1 -2.432 -1.518 3.829
O4 -0.079 -1.771 -2.022
H17 -0.215 -1.852 -1.063
O5 1.935 -0.740 -4.282
P3 0.790 -0.646 -5.268
O6 0.403 0.818 -5.425
O7 -0.418 -1.422 -4.776
O8 1.217 -1.243 -6.593
C5 4.558 -3.761 -7.475
C6 4.054 -3.567 -6.056
O9 2.712 -4.014 -5.911
H18 3.921 -3.224 -8.176
H19 5.582 -3.400 -7.583
H20 4.533 -4.817 -7.754
H21 4.060 -2.512 -5.789
H22 4.694 -4.107 -5.347
H23 2.684 -4.949 -6.130
Mg1 4.774 6.883 2.022
O10 -5.317 1.710 -1.054
H24 -5.450 1.343 -1.937
H25 -4.498 1.298 -0.736

natural (NBO) atomic charge list, values in e, 8 entries:
1. O -1.14
2. P 1.35
3. B -0.48
4. Cl -0.21
5. I -0.06
6. H -0.15
7. H -0.13
8. H 0.02


A cluster of 2 separate species, C2H5NO in total, computed with ωB97M-V/def2-TZVPD.

The gap between HOMO and LUMO comes out at 0.41051 Ha. Its SMILES is CN=C=O.[H][H]. The value obtained for the highest occupied orbital energy is -10.446 eV. The calculation puts the LUMO energy at 0.72 eV. The value obtained for the energy relative to the best compared isomer or geometry (same formula, charge and spin) is 37.83 kcal/mol. Its multiplicity is 1.

Element x y z (Å)
C1 0.548 0.860 0.798
N1 -0.274 -0.152 0.190
C2 -1.204 -0.853 0.490
O1 -2.108 -1.585 0.663
H1 -0.060 1.709 1.125
H2 1.274 1.215 0.065
H3 1.089 0.456 1.658
H4 0.273 -1.097 -2.839
H5 0.282 -0.680 -2.222

natural (NBO) atomic charge list, values in e, 8 entries:
1. C -0.41
2. N -0.56
3. C 0.86
4. O -0.52
5. H 0.20
6. H 0.21
7. H 0.21
8. H -0.01


A cluster of 13 separate species, C42H119N17O14 in total in a non-equilibrium geometry, computed with ωB97M-V/def2-TZVPD.

The gap between HOMO and LUMO comes out at 0.32334 Ha. The value obtained for the highest occupied orbital energy is -8.381 eV. The calculation puts the LUMO energy at 0.42 eV. The value obtained for the energy relative to the best compared isomer or geometry (same formula, charge and spin) is 42.01 kcal/mol. Its multiplicity is 1.

Element x y z (Å)
C1 15.434 1.030 -1.076
O1 16.034 0.008 -1.467
N1 16.005 1.987 -0.302
N2 14.094 1.091 -1.261
H1 15.397 2.704 0.045
H2 17.025 1.982 -0.243
H3 13.699 0.397 -1.864
H4 13.544 1.836 -0.873
C2 15.445 2.258 -4.928
O2 14.582 2.108 -5.795
N3 16.052 3.454 -4.649
N4 15.812 1.270 -4.075
H5 16.588 3.602 -3.802
H6 15.896 4.231 -5.265
H7 16.628 1.391 -3.507
H8 15.320 0.399 -4.140
C3 19.360 -3.341 -3.082
O3 20.180 -2.615 -3.657
N5 18.071 -2.962 -2.908
N6 19.632 -4.617 -2.720
H9 17.852 -2.036 -3.235
H10 17.368 -3.383 -2.332
H11 20.569 -4.977 -2.674
H12 18.899 -5.074 -2.210
C4 23.905 -2.790 -3.607
O4 23.702 -3.936 -3.202
N7 25.180 -2.359 -3.899
N8 22.955 -1.860 -3.849
H13 25.877 -3.077 -4.008
H14 25.282 -1.614 -4.566
H15 23.171 -0.882 -3.973
H16 22.003 -2.168 -3.686
C5 22.030 3.565 -7.496
O5 21.563 2.318 -7.048
C6 21.589 1.350 -8.086
C7 20.893 0.026 -7.677
N9 21.930 -0.926 -7.242
C8 21.401 -2.269 -6.993
C9 20.846 -2.969 -8.229
O6 21.938 -3.321 -9.047
C10 21.636 -4.055 -10.214
H17 23.077 3.541 -7.818
H18 22.049 4.248 -6.643
H19 21.398 4.021 -8.261
H20 22.604 1.049 -8.359
H21 21.029 1.748 -8.938
H22 20.438 -0.330 -8.597
H23 20.185 0.173 -6.855
H24 22.438 -0.602 -6.433
H25 20.606 -2.182 -6.236
H26 22.102 -2.946 -6.504
H27 20.047 -2.374 -8.687
H28 20.341 -3.904 -7.955
H29 22.545 -4.593 -10.470
H30 21.299 -3.455 -11.064
H31 20.822 -4.757 -10.000
C11 16.060 10.773 -1.099
C12 17.454 10.761 -0.447
C13 18.551 10.693 -1.524
O7 18.355 9.653 -2.465
C14 18.661 8.364 -1.968
N10 17.648 11.909 0.420
H32 15.848 11.737 -1.561
H33 15.268 10.613 -0.363
H34 16.023 9.933 -1.790
H35 17.537 9.823 0.121
H36 19.551 10.604 -1.084
H37 18.549 11.626 -2.089
H38 18.639 7.731 -2.856
H39 17.948 8.011 -1.219
H40 19.686 8.392 -1.580
H41 16.851 11.954 1.042
H42 18.492 11.866 0.976
C15 19.512 3.290 1.279
C16 19.604 1.800 1.029
C17 19.165 0.887 2.163
O8 19.911 1.222 3.345
C18 21.308 1.069 3.349
N11 18.925 1.500 -0.250
H43 19.811 3.548 2.298
H44 18.472 3.632 1.236
H45 20.064 3.842 0.519
H46 20.674 1.608 0.867
H47 19.310 -0.191 2.048
H48 18.128 1.087 2.439
H49 21.646 0.036 3.248
H50 21.661 1.418 4.320
H51 21.819 1.700 2.618
H52 18.810 0.486 -0.264
H53 19.500 1.712 -1.064
C19 17.527 -0.790 -6.739
C20 16.342 -1.734 -6.968
C21 16.616 -3.051 -6.289
O9 17.411 -3.908 -7.115
C22 17.656 -5.125 -6.508
N12 15.107 -1.115 -6.480
H54 17.764 -0.626 -5.689
H55 17.453 0.143 -7.304
H56 18.376 -1.245 -7.268
H57 16.142 -1.909 -8.029
H58 15.683 -3.622 -6.195
H59 17.117 -2.906 -5.328
H60 18.315 -5.722 -7.140
H61 16.752 -5.714 -6.287
H62 18.144 -5.071 -5.521
H63 14.993 -0.132 -6.696
H64 15.116 -1.159 -5.463
C23 20.320 4.836 -3.103
C24 19.155 3.992 -3.589
C25 19.532 2.551 -3.978
O10 19.901 1.758 -2.862
C26 20.006 0.384 -3.137
N13 18.092 3.876 -2.576
H65 20.976 4.375 -2.364
H66 20.015 5.781 -2.648
H67 20.957 5.070 -3.959
H68 18.786 4.435 -4.519
H69 20.395 2.489 -4.650
H70 18.718 2.118 -4.572
H71 19.039 -0.128 -3.098
H72 20.626 -0.271 -2.526
H73 20.427 0.234 -4.139
H74 18.448 4.251 -1.696
H75 18.025 2.908 -2.254
C27 19.719 6.636 1.003
C28 21.177 6.467 1.393
C29 22.103 7.027 0.321
O11 22.273 6.176 -0.820
C30 23.002 5.010 -0.508
N14 21.405 7.120 2.704
H76 19.640 6.286 -0.031
H77 19.299 7.625 1.162
H78 19.116 5.914 1.564
H79 21.435 5.420 1.568
H80 23.115 7.114 0.741
H81 21.783 7.963 -0.134
H82 22.483 4.350 0.195
H83 23.998 5.251 -0.124
H84 23.132 4.357 -1.370
H85 22.405 6.994 2.881
H86 21.031 6.527 3.441
C31 22.979 2.975 -3.828
C32 24.120 2.146 -4.404
C33 25.082 1.722 -3.267
O12 25.374 2.741 -2.345
C34 26.308 3.670 -2.846
N15 23.589 0.931 -5.019
H87 22.427 3.315 -4.704
H88 23.393 3.907 -3.434
H89 22.395 2.515 -3.035
H90 24.706 2.746 -5.110
H91 26.031 1.394 -3.719
H92 24.674 0.842 -2.768
H93 27.248 3.141 -3.050
H94 26.613 4.436 -2.134
H95 26.021 4.183 -3.766
H96 23.133 1.194 -5.890
H97 24.462 0.506 -5.346
C35 21.222 -3.601 0.753
C36 21.725 -2.153 0.706
C37 23.235 -2.134 0.568
O13 23.571 -0.790 0.275
C38 24.895 -0.574 -0.179
N16 21.046 -1.607 -0.519
H98 20.160 -3.646 0.993
H99 21.695 -4.186 1.553
H100 21.483 -4.160 -0.145
H101 21.387 -1.505 1.513
H102 23.492 -2.816 -0.253
H103 23.727 -2.461 1.491
H104 25.589 -0.807 0.637
H105 25.060 0.497 -0.312
H106 25.052 -1.108 -1.117
H107 21.671 -0.822 -0.721
H108 21.244 -2.295 -1.244
C39 16.287 7.819 -5.869
C40 15.565 6.818 -6.771
C41 16.583 5.801 -7.291
O14 17.756 6.329 -7.815
C42 18.828 5.441 -8.015
N17 14.453 6.225 -6.016
H109 15.605 8.429 -5.275
H110 16.857 8.507 -6.495
H111 16.982 7.332 -5.183
H112 15.093 7.339 -7.612
H113 16.116 5.110 -8.009
H114 16.735 5.098 -6.461
H115 18.617 4.547 -8.609
H116 19.178 5.121 -7.025
H117 19.635 6.020 -8.460
H118 13.939 6.957 -5.551
H119 13.847 5.694 -6.629

Mulliken atomic charge list, values in e, 8 entries:
1. C 0.64
2. O -0.66
3. N -0.17
4. N -0.39
5. H 0.18
6. H -0.16
7. H 0.22
8. H 0.15